Entry from the OMol25 dataset: an isolated molecule of C7H6F2N2O2 in a non-equilibrium geometry (ωB97M-V/def2-TZVPD).

Geometry (Å):
C (-0.96085, 0.73072, -1.04572)
C (0.35928, 0.84906, -1.06159)
C (-0.80297, -0.66284, 0.77713)
C (-1.44375, -0.42592, -0.34335)
C (-3.18837, -0.56710, -0.06361)
C (1.03180, 0.56740, 2.04081)
C (2.22458, -0.44113, -0.98542)
N (1.23292, 0.24527, -0.19310)
N (0.58894, -0.11565, 1.04232)
O (-3.44837, -1.57184, 0.57644)
O (-3.61174, 0.51114, -0.29716)
F (3.44879, -0.52168, -0.39928)
F (1.76224, -1.69909, -1.23672)
H (-1.76115, 1.14314, -1.57075)
H (0.86036, 1.67549, -1.61089)
H (-1.03926, -1.62024, 1.37040)
H (1.78867, 1.30646, 1.87701)
H (0.63050, 0.46245, 3.03523)
H (2.32840, 0.13437, -1.91173)

Output
* ΔE to the lowest compared entry with this formula, charge and spin: 59.11 kJ/mol
* gap between HOMO and LUMO (spin up / spin down): 6.55 / 6.55 eV
* max |F|: 5.49 eV Å⁻¹
* charge: 0
* DFT total energy: -729.85420 a.u.

Here are the Mulliken charges for atoms 1 to 5, given in e:
1 C -0.47
2 C -0.63
3 C -0.71
4 C 0.45
5 C 0.61


Entry from the OMol25 dataset: a structure of composition C6H10LaO3S in a non-equilibrium geometry (ωB97M-V/def2-TZVPD).

Geometry (Å):
C (-1.62456, 2.22464, 0.71294)
C (-0.79784, 1.23365, 1.04129)
C (0.54318, 1.04245, 0.37387)
C (0.36435, 0.44697, -1.05128)
C (-0.52246, -0.78002, -0.95768)
C (0.19259, -1.91090, -0.10856)
O (0.42829, -1.50040, 1.15722)
S (1.47647, -0.15055, 1.32304)
O (2.64895, -0.51496, 0.61553)
O (1.43795, 0.17105, 2.68021)
H (-2.66294, 2.17018, 1.00612)
H (-1.28392, 3.10076, 0.17653)
H (-1.08025, 0.54929, 1.83233)
H (1.13615, 1.95658, 0.32167)
H (1.36472, 0.12471, -1.38097)
H (0.02114, 1.18678, -1.76934)
H (-0.59553, -1.17793, -2.00362)
H (-1.55546, -0.56609, -0.64980)
H (-0.45387, -2.81118, -0.02899)
H (1.18523, -2.15696, -0.60618)
La (-0.22219, -2.63807, -2.68432)

Output
* gap between HOMO and LUMO: 3.83 eV
* max |F|: 7.54 eV Å⁻¹
* charge: +3
* DFT total energy: -888.64593 a.u.

Here are the Mulliken charges for atoms 1 to 5, given in e:
1 C -0.77
2 C -0.48
3 C 0.05
4 C -1.08
5 C -0.38


Entry from the OMol25 dataset: an isolated molecule of C3H5N3S in a non-equilibrium geometry (ωB97M-V/def2-TZVPD).

Geometry (Å):
C (0.86014, 1.93027, 0.28332)
S (1.03812, 0.91997, -1.24103)
N (0.20845, -0.43141, -0.66080)
C (-1.10588, -0.73442, -0.88982)
N (-1.41354, -1.67115, -0.13907)
C (-0.32242, -2.05904, 0.50959)
N (0.70518, -1.24076, 0.34280)
H (1.22351, 2.97580, 0.15873)
H (-0.18590, 1.92731, 0.61930)
H (1.21864, 1.16272, 1.02924)
H (-1.86403, -0.10537, -1.45219)
H (-0.36228, -2.67391, 1.43991)

Output
* ΔE to the lowest compared entry with this formula, charge and spin: 197.98 kJ/mol
* gap between HOMO and LUMO: 10.15 eV
* max |F|: 5.45 eV Å⁻¹
* SMILES string: CSn1cncn1
* charge: 0
* DFT total energy: -679.70981 a.u.

Here are the Mulliken charges for atoms 1 to 5, given in e:
1 C -0.81
2 S -0.02
3 N 0.28
4 C 0.16
5 N -0.53


Entry from the OMol25 dataset: a structure of composition C26H43F5P2Tm in a non-equilibrium geometry (ωB97M-V/def2-TZVPD).

Geometry (Å):
Tm (-0.38765, 0.78741, 1.85967)
C (-1.77460, 2.68311, 1.99292)
C (-2.60840, 1.57673, 1.62104)
C (-1.79794, 1.19002, 3.76727)
C (-1.28925, 2.45066, 3.32707)
C (-2.61498, 0.65095, 2.71736)
C (-1.53326, 3.93528, 1.22100)
H (-1.76334, 3.80001, 0.15978)
H (-0.48161, 4.24554, 1.30587)
H (-2.14723, 4.76280, 1.60588)
C (-0.68143, 3.47521, 4.22250)
H (-0.27089, 4.31150, 3.64645)
H (0.12066, 3.03035, 4.81725)
H (-1.43410, 3.87157, 4.92336)
C (-1.75389, 0.70375, 5.17356)
H (-2.32841, 1.39253, 5.80923)
H (-0.72905, 0.66625, 5.56409)
H (-2.20133, -0.29083, 5.25130)
C (-3.50643, -0.53378, 2.86233)
H (-4.40666, -0.26087, 3.43368)
H (-3.00609, -1.34272, 3.40973)
H (-3.82978, -0.90929, 1.88732)
C (-3.42471, 1.46311, 0.38043)
H (-4.43426, 1.87727, 0.49259)
H (-3.54061, 0.41755, 0.09233)
H (-2.94398, 1.99349, -0.44191)
C (2.66316, -0.28324, -3.99298)
C (1.71833, 0.47203, -4.58196)
C (0.85546, 0.01012, -5.72042)
C (0.46944, -1.49258, -5.69866)
C (0.08210, -2.05520, -4.36487)
C (0.90027, -2.70441, -3.51828)
C (2.38592, -2.83314, -3.69073)
C (3.06375, -1.65460, -4.44528)
H (1.37081, 0.21453, -6.67598)
H (1.27237, -2.08152, -6.16250)
H (-0.07024, 0.60558, -5.74833)
H (2.90334, -1.78374, -5.52507)
H (3.32215, 0.15394, -3.23035)
H (1.66223, 1.54859, -4.35719)
H (4.15140, -1.75005, -4.28303)
H (2.86947, -2.93848, -2.70664)
H (0.46778, -3.28120, -2.68681)
H (2.60392, -3.76806, -4.23486)
H (-0.41029, -1.60370, -6.35418)
H (-0.99417, -2.00965, -4.15875)
P (0.77089, 0.64609, -0.64700)
P (-0.47534, -1.94155, 1.09350)
C (1.22314, -1.08702, -1.08843)
C (0.97516, -2.17740, -0.02828)
H (2.28137, -1.09572, -1.39242)
H (0.66314, -1.30223, -2.00895)
H (0.83981, -3.16210, -0.49640)
H (1.85994, -2.24146, 0.61781)
C (-0.23990, -3.13410, 2.44489)
H (-1.17002, -3.24487, 3.01940)
H (0.53941, -2.77071, 3.12855)
H (0.05196, -4.11202, 2.04171)
C (-1.89335, -2.63918, 0.16830)
H (-1.59899, -3.60813, -0.26265)
H (-2.17639, -1.94771, -0.63996)
H (-2.76585, -2.78879, 0.82527)
C (2.33082, 1.57262, -0.60137)
H (2.08954, 2.62223, -0.38933)
H (2.88610, 1.51095, -1.54521)
H (2.96582, 1.20937, 0.21587)
C (-0.17743, 1.32758, -2.05114)
H (-1.19274, 0.90964, -2.06547)
H (0.28352, 1.11965, -3.02495)
H (-0.25839, 2.41842, -1.94085)
F (2.51196, -0.53547, 2.35086)
C (1.63036, 0.11930, 3.21799)
F (1.34782, -0.78853, 4.22541)
C (2.37216, 1.30431, 3.81709)
F (3.67427, 1.04370, 4.04634)
F (2.32749, 2.41318, 2.99069)
F (1.80571, 1.64713, 5.01355)

Output
* gap between HOMO and LUMO (spin up / spin down): 8.38 / 8.46 eV
* max |F|: 4.06 eV Å⁻¹
* spin multiplicity: 3
* charge: +1
* DFT total energy: -3283.51477 a.u.

Here are the Mulliken charges for atoms 1 to 5, given in e:
1 Tm -0.10
2 C 0.40
3 C 0.69
4 C 0.60
5 C 0.85


Entry from the OMol25 dataset: a structure of composition C40H45F5N4O3RuSbSe in a non-equilibrium geometry (ωB97M-V/def2-TZVPD).

Geometry (Å):
Ru (0.01514, 0.05467, 1.42556)
O (-2.55339, 1.96020, -1.84235)
C (-3.44811, 0.96235, -1.90475)
C (-4.48726, 1.10358, -2.82647)
C (-5.42666, 0.10654, -2.98396)
C (-5.35737, -1.05372, -2.21522)
C (-4.34572, -1.19530, -1.28976)
C (-3.37692, -0.19975, -1.11085)
C (-2.28472, -0.41236, -0.14059)
O (-1.43369, 0.55953, 0.06888)
N (-2.20893, -1.55645, 0.47204)
N (-1.10128, -1.62526, 1.29355)
C (-0.91532, -2.74817, 1.89242)
C (0.17332, -3.05567, 2.77098)
C (0.24621, -4.35390, 3.30828)
C (1.26033, -4.73281, 4.15197)
C (2.23803, -3.79627, 4.50464)
C (2.19685, -2.51504, 4.00556)
C (1.18834, -2.11715, 3.10849)
O (1.24343, -0.92036, 2.59450)
H (-1.89412, 1.74791, -1.14887)
H (-4.52279, 2.01239, -3.41302)
H (-6.22116, 0.23111, -3.70868)
H (-6.08874, -1.84035, -2.34334)
H (-4.27192, -2.08677, -0.68198)
H (-1.66768, -3.50959, 1.69739)
H (-0.51450, -5.06855, 3.01316)
H (1.29435, -5.73943, 4.54581)
H (3.04541, -4.07711, 5.16909)
H (2.94343, -1.78079, 4.27983)
C (4.22245, -2.90732, -1.42446)
C (3.25166, -2.56604, -0.30123)
C (2.61575, -3.85191, 0.22114)
C (3.98994, -1.85656, 0.83311)
Sb (1.59371, -1.19232, -0.89640)
C (0.44791, -2.28980, -2.47632)
C (-0.44647, -1.29681, -3.21231)
C (-0.42173, -3.30687, -1.73704)
C (1.35321, -3.00938, -3.46702)
C (2.60543, 0.52563, -1.90355)
C (3.29974, 1.31094, -0.79432)
C (1.50031, 1.37072, -2.53157)
C (3.62560, 0.13141, -2.96918)
H (4.97540, -3.60097, -1.03157)
H (4.74631, -2.03288, -1.79897)
H (3.73374, -3.39773, -2.26328)
H (3.40043, -4.49204, 0.64060)
H (2.13332, -4.41548, -0.57918)
H (1.88834, -3.66198, 1.01038)
H (4.65874, -2.56850, 1.33016)
H (3.30688, -1.46149, 1.58655)
H (4.59977, -1.03256, 0.46206)
H (-0.95434, -0.60969, -2.53555)
H (-1.22115, -1.84993, -3.75626)
H (0.11294, -0.71295, -3.94074)
H (-1.17789, -2.81514, -1.12758)
H (0.16546, -3.96452, -1.09507)
H (-0.94151, -3.93518, -2.47034)
H (2.09672, -2.34820, -3.91222)
H (0.73673, -3.40756, -4.28144)
H (1.86783, -3.85149, -3.00476)
H (2.64307, 1.48695, 0.05332)
H (3.61882, 2.28575, -1.18199)
H (4.18744, 0.79238, -0.43136)
H (0.65174, 1.51137, -1.86180)
H (1.13524, 0.92945, -3.45627)
H (1.89839, 2.36278, -2.77326)
H (4.55307, -0.22290, -2.52437)
H (3.86958, 1.01307, -3.57301)
H (3.25256, -0.63761, -3.64572)
F (-0.32272, 2.93524, -0.37461)
C (0.59972, 3.05539, 0.60646)
C (0.84571, 2.00655, 1.48456)
C (1.78575, 2.33035, 2.46249)
F (2.08705, 1.45515, 3.43717)
C (2.46656, 3.53575, 2.52754)
F (3.38012, 3.75575, 3.48015)
C (2.19929, 4.52311, 1.59939)
F (2.84146, 5.69385, 1.64508)
C (1.24228, 4.28186, 0.63448)
F (0.93915, 5.23746, -0.25495)
C (-1.33368, 3.90159, 3.28406)
N (-2.23633, 3.16060, 2.42357)
C (-2.49837, 1.84372, 2.50694)
Se (-1.66623, 0.57782, 3.57779)
N (-3.49649, 1.57351, 1.64742)
C (-3.84642, 2.71218, 0.93806)
C (-4.76839, 2.93852, -0.07036)
C (-4.82830, 4.22344, -0.57986)
C (-3.99712, 5.24069, -0.09914)
C (-3.09146, 5.01531, 0.92327)
C (-3.03797, 3.72900, 1.43699)
H (-0.68418, 3.19744, 3.79325)
H (-1.90690, 4.46499, 4.02147)
H (-0.73355, 4.58451, 2.68639)
H (-3.82353, 0.63525, 1.47862)
H (-5.39044, 2.14207, -0.45693)
H (-5.52634, 4.44409, -1.37587)
H (-4.05239, 6.22467, -0.54426)
H (-2.44595, 5.80198, 1.28938)

Output
* ΔE to the lowest compared entry with this formula, charge and spin: 57.44 kJ/mol
* gap between HOMO and LUMO (spin up / spin down): 6.97 / 6.87 eV
* max |F|: 1.14 eV Å⁻¹
* spin multiplicity: 2
* charge: 0
* DFT total energy: -5231.87923 a.u.

Here are the Mulliken charges for atoms 1 to 5, given in e:
1 Ru -0.10
2 O -0.73
3 C 0.23
4 C -0.60
5 C -0.45


Entry from the OMol25 dataset: a cluster of 3 separate species, C19H39BrF9N2O10P2S in total in a non-equilibrium geometry (ωB97M-V/def2-TZVPD).

Geometry (Å):
C (3.80542, 2.97537, -0.21982)
C (3.92532, 1.59071, -0.85729)
C (2.60469, 1.04380, -1.45256)
Br (3.09053, -0.01460, -3.00154)
N (1.82307, 0.22272, -0.44689)
N (1.89855, 0.83625, 0.87398)
S (0.11150, -0.23415, -0.84320)
O (-0.26120, -1.04273, 0.27100)
O (-0.02593, -0.93021, -2.06808)
C (-1.03636, 1.25853, -0.76360)
F (-2.21557, 0.67868, -0.86796)
F (-0.98928, 1.80730, 0.43884)
C (-0.92173, 2.31927, -1.91362)
F (-0.30586, 1.80902, -2.98534)
F (-2.17161, 2.61080, -2.30562)
C (-0.27044, 3.67400, -1.49331)
F (0.72572, 3.51258, -0.60359)
F (0.28695, 4.17879, -2.61392)
C (-1.28314, 4.76583, -1.00814)
F (-1.85970, 5.36204, -2.01768)
F (-0.55039, 5.68195, -0.37622)
F (-2.15426, 4.28132, -0.13868)
H (3.35331, 2.89651, 0.76670)
H (3.26726, 3.67653, -0.85456)
H (4.79737, 3.39539, -0.04486)
H (4.57596, 1.69768, -1.72426)
H (4.39909, 0.84779, -0.21048)
H (2.06568, 1.90056, -1.84522)
H (2.31690, -0.67949, -0.37228)
H (0.98324, 0.79266, 1.32261)
H (2.49432, 0.24028, 1.44436)
O (-0.42623, 2.96700, 4.62606)
P (-1.62862, 3.60014, 5.20395)
O (-2.05022, 2.77248, 6.51841)
C (-1.18707, 2.81308, 7.66843)
C (-1.09099, 4.19115, 8.29160)
O (-2.78948, 3.15289, 4.15400)
C (-2.48833, 2.38117, 3.00508)
C (-2.57579, 0.89507, 3.30017)
O (-2.28418, 4.99448, 5.55614)
C (-3.42731, 5.59649, 4.91011)
C (-4.73899, 4.99110, 5.35674)
H (-0.19570, 2.44805, 7.38710)
H (-1.60414, 2.10898, 8.38581)
H (-0.61783, 4.90593, 7.61445)
H (-0.49489, 4.15088, 9.20327)
H (-2.08120, 4.57439, 8.53544)
H (-1.51343, 2.65771, 2.60686)
H (-3.22531, 2.64845, 2.24227)
H (-2.04842, 0.64276, 4.21968)
H (-2.15530, 0.30556, 2.48155)
H (-3.61531, 0.59698, 3.43866)
H (-3.30497, 5.56648, 3.82938)
H (-3.40666, 6.64787, 5.19469)
H (-4.72658, 3.90460, 5.36485)
H (-5.53798, 5.32365, 4.69367)
H (-4.97856, 5.30646, 6.37306)
O (3.05724, -4.60335, -3.98331)
P (2.01361, -5.64228, -4.06914)
O (1.83799, -6.05496, -5.61574)
C (2.91456, -6.74596, -6.27284)
C (3.17422, -8.12474, -5.69969)
O (0.65478, -4.78761, -3.80554)
C (0.69152, -3.39446, -3.53425)
C (0.61149, -2.59504, -4.81700)
O (1.48010, -6.96897, -3.38890)
C (0.24919, -7.12087, -2.65219)
C (-0.96284, -7.22328, -3.55082)
H (3.81817, -6.13270, -6.22423)
H (2.62910, -6.82656, -7.31998)
H (3.52306, -8.07054, -4.66594)
H (3.93950, -8.63654, -6.28327)
H (2.26467, -8.72448, -5.70933)
H (1.57392, -3.13748, -2.94612)
H (-0.17344, -3.17043, -2.90959)
H (1.30011, -2.97140, -5.57298)
H (0.83454, -1.54291, -4.63985)
H (-0.39036, -2.66863, -5.24264)
H (0.15188, -6.32437, -1.91723)
H (0.35387, -8.04894, -2.09093)
H (-0.97731, -6.47007, -4.33384)
H (-1.86928, -7.12017, -2.95358)
H (-0.98622, -8.19225, -4.05127)

Output
* gap between HOMO and LUMO: 7.75 eV
* max |F|: 5.04 eV Å⁻¹
* charge: +1
* DFT total energy: -6162.74876 a.u.

Here are the Mulliken charges for atoms 1 to 5, given in e:
1 C -1.09
2 C -0.90
3 C 0.31
4 Br 0.04
5 N -0.10